1.
Molecular formula: C2H4N2OS2
Method: DFT, wB97M-V/def2-TZVPD

Summary:
- LUMO energy: 0.39 eV
- Relative energy (zero: lowest compared OMol25 entry of this formula, charge and spin): 114.4 kJ/mol
- Frontier orbital gap: 9.0 eV
- Max |F|: 2.1 eV/Å
- SMILES: NC(=S)O/C=N/S
- HOMO: -8.60 eV

Each line ends with the natural charge from an NBO analysis.
Cartesian coordinates (Å):
S 3.06542 -0.18209 -0.01726  -0.157
S -3.19591 -0.00344 -0.01599  0.170
O 0.61175 -0.89039 0.03849  -0.493
N 0.91242 1.39802 0.02675  -0.813
N -1.44710 0.20674 -0.00700  -0.627
C -0.77889 -0.87149 0.05476  0.390
C 1.47540 0.15999 -0.02760  0.361
H -0.09106 1.43079 0.11456  0.429
H 1.49644 2.25538 -0.05038  0.424
H -3.50226 1.31386 -0.00964  0.132
H -1.14563 -1.87282 -0.13166  0.182



2.
Molecular formula: C12H30F3NaO10
Method: DFT, wB97M-V/def2-TZVPD

Summary:
- LUMO energy: -0.27 eV
- Relative energy (zero: lowest compared OMol25 entry of this formula, charge and spin): 0.0 kJ/mol
- Frontier orbital gap: 8.3 eV
- Max |F|: 1.7 eV/Å
- HOMO: -8.57 eV

Each line ends with the natural charge from an NBO analysis.
Cartesian coordinates (Å):
Na 1.69046 -0.13787 -0.72476  0.923
F -2.01122 -2.18127 0.64851  -0.330
F -2.71942 -3.43653 -0.96404  -0.338
F -0.59422 -3.29924 -0.55936  -0.340
O 0.71188 -0.10268 3.17144  -0.780
O 2.55610 1.88241 -1.84289  -0.752
O 3.80992 -1.41951 -1.16829  -0.750
O -2.91246 -0.82621 -1.56498  -0.582
O -3.46793 0.59194 0.50193  -0.751
O -0.84867 1.95449 -0.87183  -0.808
O -0.64419 -2.12235 4.42077  -0.714
O 2.87897 -0.52493 1.30389  -0.775
O 1.31330 1.89006 0.61138  -0.798
O -0.65943 -0.59696 -1.34784  -0.945
C 3.67649 -1.73152 1.17532  -0.100
C -1.73373 -2.57760 -0.60456  0.928
C -4.28407 0.62205 -2.93835  -0.638
C -2.55866 1.61668 0.87230  -0.091
C 2.37742 2.77780 0.38082  -0.084
C -3.63692 -0.76596 -2.77898  -0.051
C 2.60992 3.10023 -1.09128  -0.094
C 0.03707 -1.09934 2.35015  -0.097
C 4.62119 -1.51599 0.03870  -0.092
C -0.01291 -2.36078 3.17754  -0.082
C -1.63001 -1.43658 -1.59774  0.331
C -2.06119 2.44115 -0.29718  -0.091
H -4.01645 1.23323 -2.07818  0.229
H 4.45587 -1.27903 -1.86835  0.481
H 2.24169 3.68024 0.98473  0.176
H -5.35844 0.54745 -3.06986  0.211
H -1.49932 -1.91627 -2.59241  0.113
H -3.05017 0.03036 -0.17623  0.494
H 1.00711 -2.75817 3.30426  0.143
H -1.68083 1.15257 1.34754  0.150
H -4.43179 -1.52079 -2.74075  0.175
H -3.87036 1.13540 -3.81047  0.201
H -0.96794 -0.78628 2.07698  0.198
H 3.61166 3.56562 -1.10646  0.166
H 0.45350 2.15467 0.19699  0.516
H -3.08326 2.25745 1.57717  0.178
H -2.84941 2.58856 -1.03998  0.175
H 5.15913 -0.57072 0.13640  0.181
H 0.58386 0.74792 2.73084  0.490
H -2.99964 -0.98280 -3.64001  0.172
H 3.02809 -2.58383 0.94109  0.191
H -1.80017 3.43893 0.08604  0.165
H 5.32807 -2.34736 -0.03926  0.181
H 3.28051 2.27126 0.73226  0.176
H -0.93788 1.00018 -1.18605  0.524
H 1.93679 3.86055 -1.49464  0.179
H -0.57715 -3.10820 2.61814  0.196
H 2.19165 2.10110 -2.70538  0.489
H -0.30936 -1.27020 4.72998  0.477
H 0.64960 -1.18794 1.45155  0.169
H 2.79256 -0.25930 2.22628  0.512
H 4.20441 -1.93612 2.10709  0.193



3.
Molecular formula: C8H16AsN2O3S4W
Method: DFT, wB97M-V/def2-TZVPD

Summary:
- LUMO energy (alpha / beta): -4.04 / -4.05 eV
- Frontier orbital gap (alpha / beta): 7.0 / 7.0 eV
- Max |F|: 0.2 eV/Å
- HOMO (alpha / beta): -11.05 / -11.05 eV
- Net charge: +1

Each line ends with the natural charge from an NBO analysis.
Cartesian coordinates (Å):
W -1.25422 -1.22870 -1.56561  0.753
As -3.39632 -3.55685 -1.09410  0.761
S -1.26241 -1.16679 -3.65827  0.030
S -0.96009 -3.39240 -1.08577  -0.310
S -3.41155 -1.11496 -1.00632  -0.302
S -4.08270 -4.22560 -2.84889  -0.449
O 0.84271 -0.94252 -1.12569  -0.657
O -0.74837 -0.80096 0.92526  -0.516
O -1.06885 0.84978 -1.06236  -0.656
N 2.71304 -1.40440 0.02389  -0.350
N -1.49500 2.66681 0.18154  -0.349
C -1.57489 3.53035 -0.99822  -0.423
C -1.17597 0.49435 1.29532  -0.161
C -1.24212 1.38182 0.06004  0.689
C 3.43153 -1.62931 1.27371  -0.416
C 1.41985 -1.16724 -0.03637  0.689
C 3.52544 -1.41185 -1.19400  -0.423
C 0.57840 -1.18135 1.23349  -0.161
C -1.69081 3.32135 1.47221  -0.418
H 4.09055 -2.34139 -1.23487  0.223
H -1.34614 2.95617 -1.88815  0.252
H -2.58095 3.94080 -1.07415  0.224
H 0.54018 -2.20353 1.61583  0.252
H -2.00769 2.61455 2.23296  0.217
H 1.00148 -0.53516 2.00398  0.216
H 4.01111 -0.74691 1.54660  0.221
H -2.47758 4.06471 1.36256  0.236
H 4.11419 -2.46534 1.13348  0.233
H -0.52722 0.92035 2.06197  0.216
H 4.21933 -0.57145 -1.17691  0.219
H -0.77786 3.82466 1.79250  0.220
H -2.18380 0.39516 1.70511  0.252
H 2.75584 -1.88566 2.08329  0.216
H -0.86150 4.34668 -0.89126  0.220
H 2.88239 -1.33517 -2.06279  0.252



4.
Molecular formula: C29H28N4O4
Method: DFT, wB97M-V/def2-TZVPD

Summary:
- LUMO energy: 0.62 eV
- Relative energy (zero: lowest compared OMol25 entry of this formula, charge and spin): 79.2 kJ/mol
- Frontier orbital gap: 9.4 eV
- Max |F|: 1.0 eV/Å
- SMILES: CN(Cc1ccccc1)C(=O)c1[nH]cnc1C(=O)N[C@@H](Cc1ccccc1)C(=O)OCc1ccccc1
- HOMO: -8.73 eV

Each line ends with the natural charge from an NBO analysis.
Cartesian coordinates (Å):
O 0.10317 -1.83748 -1.05967  -0.520
O 2.45268 2.73016 1.64311  -0.644
O -0.59800 -0.02136 0.94040  -0.647
O -1.28625 -2.91621 0.34085  -0.595
N 0.67319 2.06044 2.87210  -0.398
N 0.53308 3.99970 -0.09516  -0.488
N -0.87600 2.79862 -1.27702  -0.457
N -1.69646 0.23358 -1.01034  -0.607
C -4.17557 1.24005 -4.38110  -0.186
C -0.92781 0.68184 -0.00451  0.662
C 4.69923 -1.42693 -1.58283  -0.218
C -0.74898 1.94011 3.06739  -0.418
C 1.67754 0.00162 3.68773  -0.055
C -2.14477 -1.13627 -1.05638  -0.118
C 4.73440 -0.15441 -1.03861  -0.217
C -4.84208 -0.95270 -2.83407  -0.244
C 1.89754 -2.71398 3.13560  -0.223
C 2.46732 -1.73458 -0.74609  -0.072
C 1.25036 2.51933 1.75097  0.650
C 1.52627 1.48691 3.90485  -0.232
C 1.23138 -2.56934 -0.56984  -0.098
C 0.70332 -0.88594 4.12574  -0.159
C 2.51144 -0.45874 -0.19801  -0.142
C -0.49755 2.07688 -0.17875  -0.006
C 0.37753 2.82756 0.58856  0.052
C 3.63649 0.33092 -0.34723  -0.227
C 2.76822 -0.48580 2.98119  -0.211
C 2.88078 -1.83771 2.70960  -0.197
C -5.50491 0.96580 -4.11196  -0.221
C -5.83631 -0.13437 -3.33850  -0.198
C -3.50424 -0.68617 -3.09926  0.070
C -2.42671 -1.55139 -2.50973  -0.444
C 3.56771 -2.21288 -1.44292  -0.204
C -1.06526 -2.05349 -0.46445  0.826
C 0.81018 -2.23627 3.84684  -0.214
C -3.18115 0.41919 -3.87703  -0.266
C -0.24858 3.93492 -1.19747  0.188
H -0.98697 2.22108 4.09515  0.196
H 5.61799 0.45687 -1.15172  0.210
H 1.05919 -2.79259 0.49067  0.226
H -0.33622 4.73255 -1.90761  0.204
H 2.49916 1.97843 3.83038  0.241
H 0.03986 -2.91657 4.17783  0.215
H 5.55449 -1.80925 -2.12142  0.210
H 1.30264 -3.51203 -1.12462  0.188
H -1.08106 0.91666 2.88230  0.236
H -1.50146 -1.45482 -3.08018  0.230
H 3.52644 0.19915 2.63260  0.225
H -2.73542 -2.59836 -2.51318  0.230
H -2.14561 0.63252 -4.10366  0.216
H 3.65549 1.31843 0.08979  0.235
H -6.28122 1.60470 -4.50597  0.214
H -6.87263 -0.35495 -3.12871  0.214
H -5.10348 -1.81073 -2.23145  0.212
H -1.92881 0.86690 -1.76279  0.436
H -3.91020 2.09478 -4.98557  0.213
H 3.54332 -3.20473 -1.87219  0.206
H 3.73171 -2.20327 2.15309  0.218
H -1.27785 2.60675 2.38870  0.215
H 1.66053 -0.09545 0.35585  0.223
H 1.07982 1.70098 4.87963  0.203
H -3.04998 -1.26439 -0.44531  0.215
H -0.14342 -0.52217 4.68999  0.198
H 1.97845 -3.76885 2.91610  0.214
H 1.16407 4.73677 0.17829  0.436



5.
Molecular formula: C31H61IN2O24S5Si2
Method: DFT, wB97M-V/def2-TZVPD

Summary:
- LUMO energy: -0.56 eV
- Frontier orbital gap: 8.7 eV
- Max |F|: 12.1 eV/Å
- HOMO: -9.26 eV

Each line ends with the Löwdin charge.
Cartesian coordinates (Å):
I 1.15610 -2.24724 -0.67230  0.764
S 5.15517 -3.49780 -2.60062  0.663
S 8.41935 -8.01116 -4.69334  0.671
S 1.55410 0.41423 5.83640  0.669
S 4.45898 -8.42580 1.15356  0.706
S -2.63263 -5.79706 -4.70675  0.678
Si -1.32300 3.77547 2.19990  0.597
Si -1.70574 1.97505 -0.07275  0.431
O 1.04119 -0.75348 4.81964  -0.212
O 1.58030 -0.48562 7.19561  -0.192
O -3.36474 -5.46498 -5.90681  -0.238
O 4.11026 -2.50820 -2.47704  -0.307
O 8.61705 -6.64016 -3.83358  -0.204
O -3.46990 -5.24257 -3.42148  -0.196
O 8.54559 -9.13770 -3.79815  -0.235
O -2.94691 3.11517 -0.51832  -0.165
O 3.03745 -7.98883 1.82343  -0.190
O 2.91790 0.74735 5.48968  -0.231
O 9.78320 -7.90237 -5.58131  -0.194
O -1.35833 -4.78810 -4.58007  -0.193
O -2.36716 -1.76877 -0.84163  -0.081
O -4.24898 0.16757 1.88109  -0.047
O 0.50919 1.40383 5.95998  -0.244
O 4.64226 -4.66551 -3.61738  -0.192
O 6.51897 -3.16468 -2.94733  -0.246
O 4.23088 -10.03917 1.20744  -0.185
O 4.44962 -8.01504 -0.23291  -0.253
O 7.28956 -7.83003 -5.57759  -0.238
O -0.58687 2.54504 1.18892  -0.353
O 5.18137 -4.39765 -1.24141  -0.192
O 5.52107 -8.08057 2.06964  -0.218
O -2.17885 -7.13671 -4.40581  -0.242
N -2.20939 0.33403 0.37200  -0.017
N -5.51369 2.39583 0.19072  0.164
C 0.65307 0.73925 -1.35643  -0.330
C 0.55230 5.97543 3.05235  -0.275
C -0.93134 7.28141 0.43822  -0.251
C 2.15851 -9.11142 1.81824  -0.173
C -7.23428 7.28040 1.01288  -0.228
C -1.63954 -3.78709 -3.60329  -0.182
C 10.30341 -6.57950 -5.47096  -0.175
C -2.60833 -4.43790 -2.61962  -0.180
C -3.96295 -0.03660 -1.80644  -0.020
C -4.09412 7.52668 0.05079  -0.203
C 0.49683 -0.71869 -2.10755  -0.610
C 1.18606 -2.02001 5.45815  -0.174
C -6.73961 7.60137 -0.53949  -0.211
C 9.92341 -6.11659 -4.06703  -0.170
C -0.57447 1.78101 -1.67033  -0.220
C 0.07134 4.44925 3.40820  -0.310
C 4.78713 -5.93204 -2.97887  -0.159
C -3.00096 8.13510 -1.02372  -0.224
C 0.69121 7.36689 0.67406  -0.215
C -4.27045 2.80032 0.02651  -0.208
C -1.57400 8.60325 -0.32073  -0.208
C -7.55920 5.67458 1.26756  -0.246
C -5.30244 6.82893 -0.86635  -0.199
C -2.80739 -0.48359 -0.73454  -0.275
C 3.06492 -10.32923 1.97659  -0.170
C -2.01031 0.04895 3.09378  -0.025
C -6.45846 5.07281 2.34277  -0.159
C -2.89971 0.20206 1.69703  -0.286
C 1.30510 6.13315 1.59082  -0.212
C 4.56388 -5.65867 -1.49389  -0.185
C 0.96281 -1.74664 6.94313  -0.173
H -2.07954 -5.09853 -1.92444  0.136
H -6.76408 4.01176 2.74886  0.075
H -2.18698 0.93757 3.83442  0.082
H -1.75450 9.41983 0.49974  0.114
H -5.03398 6.89985 -2.01172  0.106
H 1.25450 -0.74646 -3.02154  0.076
H 11.38396 -6.57532 -5.63270  0.137
H 1.42498 -9.03058 2.62395  0.138
H -0.22106 2.87631 -1.94426  0.101
H -1.17287 6.35459 -0.23409  0.105
H -0.86366 8.99198 -1.19151  0.117
H 9.81903 -5.96141 -6.23430  0.134
H 0.46952 -2.73944 5.05474  0.137
H -5.35816 5.69812 -0.56959  0.083
H 2.59020 -11.24656 1.61823  0.139
H -0.88112 -0.04624 2.72630  0.094
H -0.71685 -3.45837 -3.11763  0.096
H -0.57456 -0.92117 -2.55167  0.048
H 1.65040 1.28687 -1.71722  0.131
H -1.27632 1.44537 -2.56971  0.093
H -1.52200 7.15849 1.44170  0.083
H -8.19556 7.95490 1.17909  0.109
H 1.20731 7.35395 -0.37720  0.110
H -6.63582 8.76465 -0.61429  0.108
H 5.00526 -6.43295 -0.86068  0.087
H 5.80541 -6.28953 -3.16502  0.121
H 1.63931 -9.12931 0.85417  0.135
H -3.18433 -3.70191 -2.05366  0.112
H 10.59892 -6.53929 -3.31632  0.133
H 2.44147 6.42296 1.78874  0.113
H 0.96781 8.41212 1.17500  0.124
H -0.37863 4.49277 4.51309  0.092
H -3.47913 9.11273 -1.50523  0.122
H 1.40419 -2.52092 7.57634  0.137
H -2.78529 7.32256 -1.85042  0.113
H -0.31866 6.77394 3.21816  0.112
H -4.59104 8.36207 0.71674  0.111
H -3.88299 -0.79535 -2.72458  0.104
H 3.49699 -5.56719 -1.26602  0.133
H 4.07059 -6.65147 -3.38228  0.143
H -7.56970 7.19555 -1.25928  0.107
H -6.31998 5.79179 3.27974  0.081
H 3.36924 -10.46105 3.01993  0.134
H 1.33046 5.12863 0.96859  0.111
H -7.54717 5.11730 0.22503  0.104
H 0.98313 3.69558 3.45590  0.097
H -8.64583 5.59974 1.71452  0.103
H 9.91883 -5.02688 -3.97876  0.140
H 2.20434 -2.37750 5.27200  0.134
H -1.92197 4.88759 1.47511  -0.031
H -5.00269 -0.21724 -1.28792  0.113
H -2.10574 -2.93680 -4.11144  0.130
H 1.37663 6.26381 3.86545  0.111
H -6.42908 7.60318 1.80304  0.092
H -3.67234 6.67028 0.73505  0.085
H -2.27437 3.07277 3.09559  -0.019
H -3.82707 1.03233 -2.26693  0.087
H -0.10408 -1.65516 7.17100  0.133
H 0.66845 0.59365 -0.17280  0.067
H -2.28517 -1.00624 3.56481  0.107
H -5.38444 4.99999 1.84488  0.051



6.
Molecular formula: C5H6I2
Method: DFT, wB97M-V/def2-TZVPD

Summary:
- LUMO energy (alpha / beta): 0.12 / -1.32 eV
- Relative energy (zero: lowest compared OMol25 entry of this formula, charge and spin): 496.7 kJ/mol
- Frontier orbital gap (alpha / beta): 8.5 / 7.0 eV
- Max |F|: 3.6 eV/Å
- HOMO (alpha / beta): -8.36 / -8.27 eV

Each line ends with the natural charge from an NBO analysis.
Cartesian coordinates (Å):
I 4.65983 0.87942 -0.03852  0.056
I 1.78450 -2.25232 0.02429  0.280
C -1.85187 -0.15446 -0.80919  -0.456
C 1.76293 -0.23282 -0.02776  -0.187
C 2.47156 0.81521 0.00719  -0.447
C -1.55346 -0.54132 0.57255  -0.486
C -1.02930 0.68914 0.04948  -0.058
H -0.77223 1.61266 0.38531  0.196
H 1.99417 1.67611 0.20632  0.226
H -0.79571 -1.28463 0.95157  0.223
H -1.44920 -0.68038 -1.59321  0.218
H -2.35713 -0.58990 1.31917  0.217
H -2.86408 0.06329 -1.04719  0.218



Q: Which of these has the highest max |F|?
A: C31H61IN2O24S5Si2



Q: Which of these has the highest max |F|?
A: C31H61IN2O24S5Si2



Please write out number 2 again, unchanged.
Molecular formula: C12H30F3NaO10
Method: DFT, wB97M-V/def2-TZVPD

Summary:
- LUMO energy: -0.27 eV
- Relative energy (zero: lowest compared OMol25 entry of this formula, charge and spin): 0.0 kJ/mol
- Frontier orbital gap: 8.3 eV
- Max |F|: 1.7 eV/Å
- HOMO: -8.57 eV

Each line ends with the natural charge from an NBO analysis.
Cartesian coordinates (Å):
Na 1.69046 -0.13787 -0.72476  0.923
F -2.01122 -2.18127 0.64851  -0.330
F -2.71942 -3.43653 -0.96404  -0.338
F -0.59422 -3.29924 -0.55936  -0.340
O 0.71188 -0.10268 3.17144  -0.780
O 2.55610 1.88241 -1.84289  -0.752
O 3.80992 -1.41951 -1.16829  -0.750
O -2.91246 -0.82621 -1.56498  -0.582
O -3.46793 0.59194 0.50193  -0.751
O -0.84867 1.95449 -0.87183  -0.808
O -0.64419 -2.12235 4.42077  -0.714
O 2.87897 -0.52493 1.30389  -0.775
O 1.31330 1.89006 0.61138  -0.798
O -0.65943 -0.59696 -1.34784  -0.945
C 3.67649 -1.73152 1.17532  -0.100
C -1.73373 -2.57760 -0.60456  0.928
C -4.28407 0.62205 -2.93835  -0.638
C -2.55866 1.61668 0.87230  -0.091
C 2.37742 2.77780 0.38082  -0.084
C -3.63692 -0.76596 -2.77898  -0.051
C 2.60992 3.10023 -1.09128  -0.094
C 0.03707 -1.09934 2.35015  -0.097
C 4.62119 -1.51599 0.03870  -0.092
C -0.01291 -2.36078 3.17754  -0.082
C -1.63001 -1.43658 -1.59774  0.331
C -2.06119 2.44115 -0.29718  -0.091
H -4.01645 1.23323 -2.07818  0.229
H 4.45587 -1.27903 -1.86835  0.481
H 2.24169 3.68024 0.98473  0.176
H -5.35844 0.54745 -3.06986  0.211
H -1.49932 -1.91627 -2.59241  0.113
H -3.05017 0.03036 -0.17623  0.494
H 1.00711 -2.75817 3.30426  0.143
H -1.68083 1.15257 1.34754  0.150
H -4.43179 -1.52079 -2.74075  0.175
H -3.87036 1.13540 -3.81047  0.201
H -0.96794 -0.78628 2.07698  0.198
H 3.61166 3.56562 -1.10646  0.166
H 0.45350 2.15467 0.19699  0.516
H -3.08326 2.25745 1.57717  0.178
H -2.84941 2.58856 -1.03998  0.175
H 5.15913 -0.57072 0.13640  0.181
H 0.58386 0.74792 2.73084  0.490
H -2.99964 -0.98280 -3.64001  0.172
H 3.02809 -2.58383 0.94109  0.191
H -1.80017 3.43893 0.08604  0.165
H 5.32807 -2.34736 -0.03926  0.181
H 3.28051 2.27126 0.73226  0.176
H -0.93788 1.00018 -1.18605  0.524
H 1.93679 3.86055 -1.49464  0.179
H -0.57715 -3.10820 2.61814  0.196
H 2.19165 2.10110 -2.70538  0.489
H -0.30936 -1.27020 4.72998  0.477
H 0.64960 -1.18794 1.45155  0.169
H 2.79256 -0.25930 2.22628  0.512
H 4.20441 -1.93612 2.10709  0.193



Q: max |F| of number 6 (C5H6I2)?
A: 3.6 eV/Å